No. 1
Density functional theory data (the ωB97M-V functional and the def2-TZVPD basis) for a cluster of 2 separate species, C6H11N3O in total.

Computed properties:
gap between HOMO and LUMO (spin up / spin down): 0.340 / 0.179 hartree
expectation value of S²: 0.76

```
! wB97M-V def2-TZVPD RIJCOSX def2/J DEFGRID3
* xyz 1 2
C 2.2374 2.7999 0.1423
C 1.2678 1.9819 0.8619
O 0.1276 1.9384 0.5223
N 1.6670 1.2985 2.0246
H 3.1510 2.1031 -0.0314
H 2.5941 3.6072 0.7649
H 0.7129 0.9260 2.3377
H 2.3910 1.4961 2.7085
H 1.8897 3.2804 -0.8063
C -2.6864 -1.0201 -2.1076
C 0.4593 -1.6105 -0.1992
C -1.6096 -1.5206 -1.0589
C -1.7216 -2.1375 0.1465
N -0.2022 -1.2824 -1.2746
N -0.4951 -2.1912 0.7593
H 1.6415 -1.4967 -0.1741
H -0.2240 -2.5687 1.6349
H -2.4958 -2.6492 0.6363
H -2.7749 -1.8808 -2.8614
H -2.3174 -0.1823 -2.5729
H -3.6123 -0.8917 -1.4528
*
```

No. 2
Density functional theory data (the ωB97M-V functional and the def2-TZVPD basis) for a cluster of 2 separate species, C6H11N3O2 in total.

Computed properties:
gap between HOMO and LUMO: 0.316 hartree
SMILES: C=N/N=C/OC.O=C1CCN1

```
! wB97M-V def2-TZVPD RIJCOSX def2/J DEFGRID3
* xyz 0 1
C 1.0239 -0.1804 0.5431
C 2.5368 -0.3629 0.7804
C 2.5355 -1.1612 -0.5421
C 0.5350 1.8211 -0.7546
C -1.5678 1.1654 0.1194
C -2.3539 -2.0571 -0.1467
H 3.1130 0.5880 0.7611
H 2.7852 -0.9277 1.6901
H 2.7979 -2.2254 -0.4367
H 3.1298 -0.7188 -1.3515
H 0.4127 -1.1531 -1.2871
H 0.5849 2.4390 -1.6603
H 0.5773 0.8226 -1.0271
H 1.3498 2.1408 -0.1016
H -2.4572 1.4883 0.6213
H -1.4551 -2.4546 -0.6582
H -3.1663 -2.7399 0.1093
N 1.1069 -0.9016 -0.6286
N -1.3877 -0.0653 -0.2162
N -2.4876 -0.8343 0.1642
O 0.1252 0.3645 1.1117
O -0.6941 2.1354 -0.0981
*
```

No. 3
Density functional theory data (the ωB97M-V functional and the def2-TZVPD basis) for a cluster of 2 separate species, C6H11N4 in total.

Computed properties:
gap between HOMO and LUMO: 0.338 hartree

```
! wB97M-V def2-TZVPD RIJCOSX def2/J DEFGRID3
* xyz 1 1
C -2.7077 -2.5069 -0.1302
C -2.0301 -1.4164 -0.6283
C 2.5112 0.1891 0.4506
C 1.9385 1.2618 1.1689
C 1.0277 0.6454 0.0471
C 1.0090 1.5481 -1.0806
N -2.5701 -2.5887 1.1863
N -1.7437 -1.6198 1.4335
N -1.4374 -0.8284 0.3835
N -0.0200 1.6655 -1.8919
H -3.2651 -3.1757 -0.6365
H -1.8598 -1.0495 -1.6744
H 3.2766 0.5075 -0.1958
H 2.6760 -0.6765 0.9487
H 1.5150 1.1571 2.1794
H 2.2704 2.3140 1.2208
H 1.7815 2.3990 -1.1838
H 0.1877 -0.1074 0.2297
H -0.8635 1.1186 -2.0244
H -0.1956 2.6558 -2.1730
H -1.5004 -1.4926 2.3704
*
```

No. 4
Density functional theory data (the ωB97M-V functional and the def2-TZVPD basis) for the ion C6H11N4 with charge +1.

Computed properties:
gap between HOMO and LUMO (spin up / spin down): 0.290 / 0.195 hartree
expectation value of S²: 2.04

```
! wB97M-V def2-TZVPD RIJCOSX def2/J DEFGRID3
* xyz 1 3
C -1.8816 0.7104 0.7517
C 0.0331 -1.2642 1.0805
C -1.0315 -0.9746 2.1488
C -1.4340 0.0545 -0.4113
C -0.5798 -1.1341 -0.3210
C 1.7532 2.2030 -1.5419
N -1.8001 0.1775 1.9183
N 1.2653 -0.1008 -1.6121
N 0.5264 -1.1071 -1.3491
N 1.0374 1.0318 -1.2275
H -2.4715 1.6126 0.6671
H 0.8287 -0.5213 1.1824
H 0.4593 -2.2556 1.2316
H -1.7411 -1.8070 2.2678
H -0.5636 -0.8612 3.1332
H -1.8508 0.3212 -1.3696
H -1.1465 -2.0260 -0.6127
H 1.0734 2.8991 -2.0359
H 2.6119 2.0036 -2.1883
H 2.0906 2.6680 -0.6130
H 0.8991 -1.9995 -1.6424
*
```

No. 5
Density functional theory data (the ωB97M-V functional and the def2-TZVPD basis) for the ion C6H11N4O with charge +1.

Computed properties:
gap between HOMO and LUMO: 0.365 hartree
SMILES: Cc1noc(C)c1/C(N)=[NH+]/N

```
! wB97M-V def2-TZVPD RIJCOSX def2/J DEFGRID3
* xyz 1 1
C -0.6826 0.2751 -0.1878
C -1.8822 -0.4941 -0.1850
C -0.8873 1.3904 -0.9003
C 0.8453 -0.2058 0.5793
C -2.1738 -1.8028 0.4596
C -0.1349 2.5707 -1.2774
N -2.7128 0.1201 -1.0543
N 0.8831 -0.0046 1.8554
N 1.8176 -0.5804 -0.2150
N 2.9820 -1.0828 0.4507
O -2.1087 1.3216 -1.4154
H -3.1384 -2.2467 0.0885
H -1.3138 -2.4621 0.3813
H -2.1408 -1.5996 1.5673
H -0.5273 2.7430 -2.2412
H -0.4290 3.4101 -0.5927
H 0.9769 2.4949 -1.4507
H 0.1886 0.1254 2.5379
H 1.5722 -0.9609 -1.1781
H 3.8899 -0.5461 0.2477
H 3.1861 -2.0618 0.3143
H 1.7899 -0.4036 2.2156
*
```

No. 6
Density functional theory data (the ωB97M-V functional and the def2-TZVPD basis) for a structure of composition C6H11N4O2.

Computed properties:
gap between HOMO and LUMO: 0.332 hartree

```
! wB97M-V def2-TZVPD RIJCOSX def2/J DEFGRID3
* xyz 1 1
C -2.7067 0.9215 0.2706
C -2.5289 -0.5116 -0.0300
C 1.2026 0.8892 1.0897
C 1.5108 0.6627 -1.3208
C 1.8602 -0.4908 1.2484
C 2.2012 -0.6857 -1.0493
N -1.6032 1.5326 0.0599
N -0.6434 0.8884 -0.4209
N 0.5986 0.9733 -0.2339
N -3.5222 -1.3755 0.0281
O -1.3553 -0.7666 -0.3849
O 2.7929 -0.7008 0.2236
H -3.6114 1.4251 0.5464
H 0.4443 1.0639 1.8525
H 1.9716 1.6643 1.1469
H 2.2616 1.4584 -1.3639
H 0.9593 0.6346 -2.2596
H 2.4164 -0.5408 2.1856
H 1.0874 -1.2735 1.2421
H 1.4698 -1.5024 -1.1475
H 3.0128 -0.8381 -1.7606
H -4.4479 -1.0873 0.3024
H -3.3704 -2.3410 -0.2248
*
```

No. 7
Density functional theory data (the ωB97M-V functional and the def2-TZVPD basis) for a cluster of 2 separate species, C6H11N4OS in total.

Computed properties:
gap between HOMO and LUMO (spin up / spin down): 0.205 / 0.247 hartree

```
! wB97M-V def2-TZVPD RIJCOSX def2/J DEFGRID3
* xyz -1 1
C 1.2555 -0.9360 0.7245
C -0.0114 -0.6631 1.1284
C 1.2838 -0.5070 -0.6272
C -3.0630 -0.4591 0.4148
C -2.3091 1.1016 -1.2320
C -1.9820 0.5694 0.0909
N 0.0799 -0.0010 -0.9784
N -0.6801 -0.0013 0.1138
N 4.4383 0.1851 0.7847
N 2.4314 -0.2588 -1.3387
O 3.4005 -1.1100 -1.1505
S 3.6084 1.6681 0.7338
H 2.1638 -1.4272 1.0865
H -0.4501 -1.0459 2.1082
H -3.9713 0.0998 0.7313
H -2.9579 -1.1469 1.2204
H -3.2594 -0.9155 -0.4868
H -1.5351 1.6993 -1.7585
H -3.1650 1.8153 -1.1829
H -2.7496 0.3315 -1.8117
H -2.0306 1.3103 0.8364
H 5.4190 0.2521 0.4972
H 4.0839 -0.5607 0.0960
*
```

No. 8
Density functional theory data (the ωB97M-V functional and the def2-TZVPD basis) for a cluster of 2 separate species, C6H11N5 in total.

Computed properties:
gap between HOMO and LUMO: 0.344 hartree

```
! wB97M-V def2-TZVPD RIJCOSX def2/J DEFGRID3
* xyz 0 1
C 0.9878 -2.1695 -1.3633
C -1.4131 -0.3519 0.6289
C -1.2762 -0.6053 -0.9026
C 0.1019 -0.0096 0.6850
C 0.1697 -0.2042 -0.8168
C 0.4044 1.4022 1.1393
N 0.7062 -3.0108 -2.3259
N 2.1961 -2.5883 -0.8274
N 1.7120 -3.8267 -2.4329
N 2.6353 -3.5992 -1.6509
N 0.8682 0.6648 -1.6576
H -2.0126 0.5194 0.8243
H -1.8112 -1.1120 1.3860
H -1.5437 -1.4981 -1.4154
H -1.9384 0.1030 -1.4603
H 0.6071 -0.7608 1.3637
H 1.3080 1.8360 0.8631
H 0.4088 1.4414 2.2204
H -0.5573 2.1303 0.9498
H 0.9717 0.4386 -2.6660
H 2.8458 -2.0523 -0.2540
H 1.6149 1.3311 -1.2100
*
```

No. 9
Density functional theory data (the ωB97M-V functional and the def2-TZVPD basis) for an isolated molecule of C6H11NO.

Computed properties:
gap between HOMO and LUMO: 0.385 hartree
SMILES: C=CCCNC(C)=O

```
! wB97M-V def2-TZVPD RIJCOSX def2/J DEFGRID3
* xyz 0 1
O 3.1192 1.7427 0.7220
C 1.9270 1.6527 0.5007
N 1.4078 0.4788 0.0034
C 0.0272 0.0491 0.2413
C -0.4024 -1.0182 -0.7568
C -1.4416 -1.9693 -0.1806
C -2.1936 -2.7573 -0.9308
C 0.9682 2.7778 0.7771
H 2.0828 -0.2688 0.1146
H -0.6279 0.9077 0.0990
H -0.0786 -0.2918 1.2746
H 0.4379 -1.6432 -1.0593
H -0.8081 -0.6036 -1.6778
H -1.5633 -2.0137 0.8889
H -2.9408 -3.4216 -0.5068
H -2.2023 -2.8039 -2.0091
H 1.5799 3.6171 1.1080
H 0.4630 3.1034 -0.1312
H 0.2456 2.4620 1.5229
*
```

No. 10
Density functional theory data (the ωB97M-V functional and the def2-TZVPD basis) for a structure of composition C6H11NO.

Computed properties:
gap between HOMO and LUMO: 0.337 hartree

```
! wB97M-V def2-TZVPD RIJCOSX def2/J DEFGRID3
* xyz 0 1
C 0.0216 1.1413 0.6767
C -1.6203 -1.9232 -0.6572
C -0.1954 2.2791 -0.2796
C 1.2334 -0.1034 0.1297
C -0.7667 -0.0673 0.5123
C 2.0577 -0.7371 0.9598
O 1.5361 0.0895 -1.1726
N -0.9506 -0.6563 -0.6540
H 0.7004 0.0223 -1.6555
H 0.2308 1.4000 1.7112
H -1.0502 -0.5749 1.4377
H -2.3634 -2.0387 0.1423
H -0.8808 -2.7346 -0.5878
H -2.1674 -2.0201 -1.6003
H 0.7553 2.7884 -0.4577
H -0.5372 1.9578 -1.2604
H -0.9253 2.9833 0.1177
H 1.8885 -0.7696 2.0237
H 3.0335 -1.0366 0.6140
*
```

Quick rundown of energy relative to the best compared isomer or geometry (same formula, charge and spin), same order as above: 1.7129, 4.2540, 3.4863, 1.6663, 2.3352, 2.9297, 0.6218, 5.1470, 0.9044, 3.7657 eV